Entry 1:
The following is a quantum chemistry calculation of a cluster of 2 separate species, C3H6F2NO2P in total in a non-equilibrium geometry, from the OMol25 dataset.

Each line ends with the natural charge from an NBO analysis.
Positions of all 15 atoms, in Å:
C 1.651 0.724 -1.384  0.7739
C 0.995 -0.156 -0.316  -0.3344
C -1.103 -0.110 0.944  -0.2650
N -0.405 0.172 -0.190  -0.6144
O 2.325 0.278 -2.263  -0.5541
O 1.404 2.023 -1.257  -0.6701
F -0.551 1.945 3.286  -0.5981
F -0.543 2.874 1.095  -0.6167
P -1.651 2.167 2.098  1.1237
H 1.488 0.032 0.645  0.2252
H 1.151 -1.209 -0.588  0.2133
H -0.545 -0.502 1.777  0.2063
H -2.125 -0.430 0.841  0.2039
H -0.928 0.200 -1.053  0.3961
H 0.827 2.235 -0.503  0.5103

The HOMO-LUMO gap (spin up / spin down) is 0.2866 / 0.2866 hartree. As for the energy relative to the best compared isomer or geometry (same formula, charge and spin): 0.0 kJ/mol. As for the molar mass: 157.1 g/mol. For the total energy, the calculation gives -23517.1630 eV. Its maximum force is 0.055 Eh/bohr.

---

Entry 2:
The following is a quantum chemistry calculation of a structure of composition AsF6H34O17 in a non-equilibrium geometry, from the OMol25 dataset.

Each line ends with the natural charge from an NBO analysis.
Positions of all 58 atoms, in Å:
As 0.307 -0.035 -0.361  2.8529
F 0.520 -0.632 1.263  -0.6397
F -0.658 1.279 0.207  -0.6427
F 0.195 0.307 -2.034  -0.6207
F 1.306 -1.399 -0.830  -0.6536
F -1.118 -0.999 -0.494  -0.6374
F 1.707 0.954 -0.205  -0.6312
O -3.836 0.330 -0.889  -0.9576
H -3.430 1.005 -0.332  0.4810
H -4.536 0.795 -1.362  0.4830
O -1.677 1.070 -5.311  -0.9929
H -2.038 0.296 -4.857  0.4916
H -0.966 1.404 -4.740  0.4785
O -2.035 1.761 2.854  -0.9581
H -2.158 1.963 1.919  0.4848
H -2.538 0.952 3.001  0.4916
O -2.575 -0.864 -3.335  -0.9971
H -1.726 -1.275 -3.091  0.5012
H -3.015 -0.697 -2.492  0.4869
O 0.047 2.887 -3.889  -0.9454
H 0.519 2.219 -3.373  0.4828
H -0.647 3.200 -3.298  0.4759
O -0.700 -3.226 1.541  -0.9627
H -0.688 -2.266 1.433  0.4800
H -1.391 -3.389 2.192  0.4823
O -1.846 -1.539 4.231  -0.9634
H -2.461 -1.231 3.548  0.4805
H -0.969 -1.342 3.879  0.4773
O 2.848 0.487 3.054  -0.9786
H 3.490 1.012 2.559  0.4789
H 2.001 0.936 2.904  0.4928
O 3.960 -1.804 -1.867  -0.9601
H 3.259 -1.627 -1.223  0.4884
H 3.939 -2.759 -1.982  0.4683
O -0.119 -2.347 -3.174  -0.9730
H 0.408 -2.439 -3.974  0.4836
H 0.510 -2.031 -2.501  0.5016
O -3.058 -0.903 1.674  -0.9921
H -4.004 -0.758 1.567  0.4823
H -2.718 -0.960 0.767  0.5152
O 3.381 3.107 1.373  -0.9621
H 3.453 2.418 0.697  0.4889
H 2.508 2.980 1.764  0.4720
O 0.633 2.330 3.249  -1.0002
H 0.456 2.777 4.082  0.4802
H -0.223 1.936 2.998  0.5087
O -1.214 -4.404 -1.317  -0.9857
H -0.852 -4.025 -0.503  0.4895
H -0.835 -3.904 -2.059  0.4846
O 2.549 -2.427 2.236  -0.9722
H 2.932 -1.540 2.314  0.4886
H 1.683 -2.278 1.833  0.4762
O 4.358 1.302 -0.852  -0.9627
H 4.731 1.091 -1.715  0.4795
H 3.522 0.814 -0.851  0.4825
O -0.656 4.057 1.061  -0.9587
H -0.161 4.272 1.858  0.4762
H -0.377 3.156 0.852  0.4796

The HOMO-LUMO gap is 0.3606 hartree. As for the energy relative to the best compared isomer or geometry (same formula, charge and spin): 0.0 kJ/mol. As for the molar mass: 495.2 g/mol. The total charge is -1. For the total energy, the calculation gives -112512.3848 eV. Its maximum force is 0.028 Eh/bohr.

---

Entry 3:
The following is a quantum chemistry calculation of a cluster of 9 separate species, C16H54N3O9 in total in a non-equilibrium geometry, from the OMol25 dataset.

Each line ends with the Mulliken charge.
Positions of all 82 atoms, in Å:
O 0.664 -0.260 3.735  -0.3664
H 0.092 0.312 4.251  0.4562
H 1.273 0.221 3.169  0.3984
H 0.131 -0.834 3.180  0.2530
O -0.348 0.265 0.169  1.1785
H 0.362 0.648 0.691  -0.0344
H -0.931 -0.206 0.768  -0.0083
H -0.786 0.954 -0.335  0.3703
O 3.366 -0.539 0.731  -0.2064
H 4.131 -0.155 0.296  0.6668
H 2.836 0.137 1.159  0.1895
H 3.583 -1.209 1.384  0.4467
C -3.445 -2.462 2.921  -1.3511
C -2.577 -1.217 2.654  -0.1241
O -1.330 -1.416 2.128  -0.9482
H -2.930 -3.147 3.595  0.2925
H -3.689 -2.924 1.964  0.2181
H -4.362 -2.283 3.482  0.4186
H -2.425 -0.816 3.656  0.1767
H -3.066 -0.371 2.171  0.0916
C 1.556 3.577 2.306  -1.2928
C 2.122 2.466 1.432  -0.2629
O 1.580 1.211 1.680  -0.7227
H 2.037 4.528 2.078  0.4493
H 1.581 3.310 3.363  0.2387
H 0.501 3.717 2.067  0.1325
H 3.188 2.417 1.654  0.2410
H 2.085 2.796 0.394  0.2094
C -3.720 0.943 -1.100  -1.2879
C -2.839 2.241 -1.079  0.1310
C -2.772 2.908 0.308  -1.0920
O -2.119 2.065 1.210  0.2769
C -2.163 2.586 2.504  -0.9607
N -1.465 2.024 -1.501  -0.7712
H -3.635 0.219 -0.289  0.0782
H -3.494 0.467 -2.054  0.3820
H -4.788 1.153 -1.047  0.4630
H -3.253 2.920 -1.824  0.5269
H -3.802 3.048 0.636  0.4168
H -2.404 3.926 0.180  0.4944
H -1.468 2.047 3.146  0.0601
H -3.147 2.403 2.935  0.2893
H -1.912 3.647 2.516  0.4308
H -1.552 1.636 -2.429  0.2675
H -1.003 2.919 -1.586  0.2388
C 6.355 2.344 -1.329  -1.5869
C 5.184 1.484 -0.808  0.3231
C 4.336 0.894 -1.929  -0.6371
O 2.957 0.656 -1.570  -0.0594
C 1.970 0.803 -2.589  -0.7161
N 5.787 0.442 -0.009  -0.5734
H 7.014 1.910 -2.081  0.3468
H 6.923 2.690 -0.466  0.4681
H 5.894 3.208 -1.809  0.4232
H 4.528 2.076 -0.170  -0.1133
H 4.846 0.032 -2.359  0.1871
H 4.315 1.782 -2.560  0.4438
H 2.321 0.624 -3.606  0.4503
H 1.650 1.845 -2.555  0.3438
H 1.031 0.284 -2.398  -0.0298
H 6.324 0.962 0.670  0.2685
H 6.440 -0.012 -0.632  0.2931
C -0.307 -2.830 -1.927  -1.2899
C -1.752 -3.023 -1.491  1.6419
C -2.531 -3.784 -2.608  -0.8423
O -3.898 -3.704 -2.258  -0.2857
C -4.735 -4.358 -3.188  -0.8426
N -1.660 -3.832 -0.261  -0.8323
H -0.297 -2.294 -2.876  0.4073
H 0.300 -3.722 -2.080  0.4006
H 0.204 -2.180 -1.217  -0.0517
H -2.091 -2.020 -1.232  -0.3333
H -2.179 -4.804 -2.764  0.3791
H -2.358 -3.180 -3.499  0.3726
H -4.544 -4.057 -4.218  0.3393
H -5.747 -3.995 -3.008  0.2479
H -4.694 -5.447 -3.163  0.3140
H -2.597 -3.929 0.104  0.3573
H -1.305 -3.174 0.418  -0.0214
O 1.156 -2.240 1.424  -0.5227
H 0.227 -2.180 1.647  0.3506
H 1.273 -3.142 1.126  0.3247

The HOMO-LUMO gap is 0.3043 hartree. As for the energy relative to the best compared isomer or geometry (same formula, charge and spin): 0.0 kJ/mol. As for the molar mass: 432.6 g/mol. The total charge is +1. For the total energy, the calculation gives -40354.8189 eV. Its maximum force is 0.069 Eh/bohr.

---

Entry 4:
The following is a quantum chemistry calculation of a structure of composition C42H60N3O4P3RuSi2Te in a non-equilibrium geometry, from the OMol25 dataset.

Each line ends with the Mulliken charge.
Positions of all 116 atoms, in Å:
Ru 0.659 0.386 -0.878  2.0462
C 5.371 -0.049 -0.218  -1.2273
Si 3.963 -1.323 -0.514  -0.0691
C 3.802 -1.471 -2.409  -0.3196
C 4.515 -3.012 0.186  -1.2910
N 2.450 -0.778 0.125  -0.4179
P 1.577 -0.920 1.463  3.3125
C 0.093 -0.061 1.177  -2.0869
P -0.333 1.532 1.720  0.1828
N -0.026 2.530 0.524  0.1085
Si 0.495 4.182 0.479  0.5250
C 2.404 4.360 0.537  -0.7322
C -0.188 4.921 -1.137  -0.8487
C -0.178 5.218 1.947  -1.2912
C 0.292 2.050 3.345  1.2217
C -0.511 2.076 4.480  -1.1226
C -0.001 2.571 5.668  -0.7771
C 1.309 3.019 5.730  -0.9662
C 2.115 2.983 4.600  -0.9541
C 1.604 2.504 3.410  0.3982
C -2.130 1.419 2.011  0.0961
C -2.721 0.211 2.366  -0.3477
C -4.088 0.143 2.575  -0.6996
C -4.863 1.284 2.444  -0.7268
C -4.277 2.491 2.088  -0.5774
C -2.913 2.556 1.864  -0.4762
C 1.090 -2.634 1.895  0.3982
C -0.226 -3.046 1.742  -0.4288
C -0.602 -4.336 2.067  -0.7667
C 0.341 -5.230 2.549  -0.6322
C 1.656 -4.822 2.723  -0.9691
C 2.026 -3.528 2.404  -0.4489
C 2.514 -0.475 2.957  1.0013
C 2.093 -0.889 4.214  -0.6777
C 2.875 -0.611 5.318  -0.7751
C 4.077 0.064 5.169  -0.6810
C 4.477 0.510 3.918  -1.0206
C 3.682 0.256 2.815  -0.8354
H 6.203 -0.246 -0.889  0.4714
H 5.765 -0.074 0.795  0.3527
H 5.022 0.962 -0.429  0.2451
H 4.194 -2.411 -2.787  0.6276
H 4.359 -0.673 -2.891  0.2560
H 2.765 -1.398 -2.727  -0.6414
H 5.361 -3.393 -0.375  0.5276
H 3.723 -3.753 0.140  0.2713
H 4.826 -2.917 1.220  0.3388
H 2.905 3.431 0.274  -0.1357
H 2.752 4.671 1.519  0.3239
H 2.728 5.108 -0.180  0.4273
H -0.033 4.245 -1.973  -0.0301
H 0.312 5.857 -1.364  0.4012
H -1.253 5.123 -1.065  0.3009
H -0.062 4.701 2.896  0.2846
H -1.229 5.461 1.818  0.3756
H 0.363 6.157 2.014  0.5010
H -1.533 1.730 4.432  0.4410
H -0.633 2.620 6.546  0.4080
H 1.695 3.411 6.660  0.4061
H 3.135 3.339 4.649  0.4786
H 2.202 2.494 2.509  0.4823
H -2.093 -0.663 2.477  0.4438
H -4.553 -0.796 2.842  0.4478
H -5.928 1.233 2.615  0.3620
H -4.884 3.380 1.986  0.4073
H -2.432 3.479 1.570  0.1659
H -0.949 -2.336 1.365  -0.0278
H -1.630 -4.650 1.948  0.4904
H 0.050 -6.244 2.788  0.3741
H 2.391 -5.514 3.112  0.4416
H 3.042 -3.194 2.560  0.7099
H 1.168 -1.439 4.317  0.5413
H 2.552 -0.933 6.296  0.4643
H 4.697 0.247 6.035  0.4101
H 5.405 1.050 3.800  0.4622
H 3.954 0.602 1.831  0.5722
C -2.438 0.078 -1.178  -1.8344
C -1.174 0.833 -1.487  1.1304
O -1.111 1.780 -2.219  -0.4146
H -3.018 -0.034 -2.096  0.4870
H -3.012 0.675 -0.467  0.3308
H -2.234 -0.896 -0.739  0.1368
C 2.756 1.856 -6.349  -1.0438
C 3.219 0.680 -5.503  -0.2304
O 2.156 -0.080 -4.968  -0.3813
P 1.178 0.497 -3.810  0.0748
O 0.456 -0.689 -3.281  -0.1166
Te 2.341 1.944 -2.293  -0.3316
O 0.174 1.471 -4.626  -0.0754
C -0.917 0.813 -5.255  0.2684
C -1.577 1.792 -6.203  -1.4999
H 3.624 2.395 -6.719  0.4372
H 2.154 2.527 -5.742  0.1954
H 2.160 1.512 -7.192  0.2713
H 3.837 1.055 -4.673  0.1282
H 3.811 -0.027 -6.093  0.3899
H -1.621 0.478 -4.483  -0.0205
H -0.550 -0.076 -5.785  0.3800
H -1.797 2.712 -5.666  0.3031
H -2.498 1.364 -6.588  0.3967
H -0.916 2.023 -7.035  0.3332
C 0.336 -5.240 -1.181  -1.5402
C 0.263 -4.117 -2.224  2.2177
C -0.982 -4.265 -3.108  -1.7583
C 1.530 -4.042 -3.081  -1.3578
C 0.123 -2.862 -1.525  -1.0009
N -0.046 -1.878 -0.960  0.8247
H 0.482 -6.199 -1.673  0.4796
H -0.586 -5.282 -0.604  0.3719
H 1.157 -5.073 -0.486  0.1206
H -0.942 -5.208 -3.650  0.4311
H -1.026 -3.447 -3.823  0.2747
H -1.889 -4.245 -2.504  0.3724
H 1.624 -4.926 -3.706  0.4698
H 2.409 -3.960 -2.447  0.1120
H 1.480 -3.163 -3.720  0.1660

The HOMO-LUMO gap (spin up / spin down) is 0.2444 / 0.2369 hartree. As for the molar mass: 1048.7 g/mol. For the total energy, the calculation gives -110688.9374 eV. Its maximum force is 0.068 Eh/bohr.

---

Entry 5:
The following is a quantum chemistry calculation of a structure of composition H2KO in a non-equilibrium geometry, from the OMol25 dataset.

Each line ends with the natural charge from an NBO analysis.
Positions of all 4 atoms, in Å:
O -1.950 0.820 0.129  -1.0250
H -1.641 1.199 0.983  0.5161
H -1.943 1.579 -0.497  0.5161
K -2.530 -1.266 -0.289  0.9928

The HOMO-LUMO gap is 0.4879 hartree. As for the energy relative to the best compared isomer or geometry (same formula, charge and spin): 32.4 kJ/mol. As for the molar mass: 57.1 g/mol. The total charge is +1. For the total energy, the calculation gives -18399.5609 eV. Its maximum force is 0.062 Eh/bohr.

---

Entry 6:
The following is a quantum chemistry calculation of a cluster of 2 separate species, C3H5NO in total in a non-equilibrium geometry, from the OMol25 dataset.

Each line ends with the natural charge from an NBO analysis.
Positions of all 10 atoms, in Å:
C 0.324 -0.110 -0.031  0.0311
C -2.477 0.442 0.061  0.5486
C 1.820 -0.191 -0.038  -0.6598
N -0.267 0.966 -0.163  -0.4516
O -2.651 -0.709 0.148  -0.4602
H -0.198 -1.072 0.098  0.1588
H -3.106 1.318 0.041  0.1632
H 2.237 0.810 -0.103  0.2266
H 2.154 -0.783 -0.887  0.2223
H 2.165 -0.671 0.875  0.2209

The HOMO-LUMO gap (spin up / spin down) is 0.3128 / 0.3265 hartree. As for the energy relative to the best compared isomer or geometry (same formula, charge and spin): 329.2 kJ/mol. As for the molar mass: 71.1 g/mol. For the total energy, the calculation gives -6726.1611 eV. Its maximum force is 0.076 Eh/bohr.